[1]
# C21H48FN2NbO2

C21H48FN2NbO2 as an isolated structure in a non-equilibrium geometry (wB97M-V/def2-TZVPD, the Open Molecules 2025 dataset).

The charge is 0.

```
75
Properties=species:S:1:pos:R:3:forces:R:3
C -3.18421 3.86069 0.09618 -0.32 0.45 0.30
C -3.75800 3.25407 1.37909 0.23 0.06 -0.09
C -2.83067 2.24557 2.08688 0.25 0.60 -0.15
N -1.87652 1.57072 1.20121 -0.37 -1.75 0.31
Nb -2.36036 -0.32411 0.41425 0.00 2.33 0.06
C -0.08355 -0.68541 0.33368 0.22 0.20 -0.08
C -2.43981 0.37309 -1.76851 -0.43 -1.38 0.10
C -1.25848 -0.05610 -2.65333 -0.05 0.75 0.12
C -2.63726 -1.34575 2.43797 -0.16 -1.07 -0.56
C -1.45915 -2.12917 2.98329 -0.47 0.52 0.57
F -1.01822 -3.11693 2.11259 0.22 -0.12 -0.17
C -4.61006 0.02120 0.42644 0.22 -0.45 -0.52
C -5.43592 -1.11076 -0.25826 -0.22 0.50 0.38
C -6.45271 -1.73724 0.70282 0.26 -0.09 -0.62
C -7.83149 -1.12394 0.71143 -1.58 -0.84 1.41
O -8.74812 -1.59397 1.37545 1.56 0.94 -1.25
O -8.04312 -0.02522 -0.09659 -0.08 -0.41 -0.02
H -2.10108 3.84522 0.08836 0.19 -0.19 -0.09
H -3.48329 4.90675 0.03080 -0.09 0.10 -0.11
H -3.57489 3.36814 -0.78653 0.20 -0.22 -0.18
H -4.72328 2.80720 1.16422 -0.12 -0.16 -0.03
H -3.94642 4.06104 2.08484 -0.12 0.06 0.16
H -3.44645 1.54846 2.65528 -0.08 -0.18 0.04
H -2.26366 2.81178 2.82761 0.10 0.02 0.14
H -0.94657 1.62231 1.58944 0.21 0.28 -0.16
H -2.60512 -1.99932 -0.30097 0.52 -0.11 0.05
H 0.41549 0.04931 -0.30932 -0.11 0.16 -0.17
H 0.38932 -0.59208 1.31524 0.00 -0.15 0.21
H 0.10338 -1.67993 -0.07200 0.07 -0.18 0.04
H -2.55999 1.45369 -1.73689 0.11 0.21 0.04
H -3.35239 -0.02204 -2.21950 -0.15 0.00 -0.02
H -1.52295 -0.03186 -3.71075 0.03 -0.17 -0.19
H -0.44488 0.66424 -2.53539 0.21 -0.02 0.04
H -0.86710 -1.03363 -2.39084 -0.03 -0.25 -0.06
H -2.92554 -0.64609 3.22663 -0.02 0.37 -0.08
H -3.46594 -2.05508 2.35763 -0.17 -0.02 0.07
H -0.63232 -1.45845 3.22259 0.30 -0.03 -0.20
H -1.72391 -2.63199 3.91796 0.02 -0.23 0.03
H -5.00382 0.17143 1.43117 -0.01 0.29 0.19
H -4.75926 0.92293 -0.17087 0.00 0.34 0.19
H -6.00572 -0.67084 -1.07093 0.01 -0.05 -0.26
H -4.81325 -1.87982 -0.69603 0.14 -0.22 0.08
H -6.08950 -1.71019 1.72663 0.03 -0.01 0.22
H -6.58641 -2.79251 0.47238 -0.20 -0.15 0.04
H -7.87274 0.77956 0.39507 0.09 0.27 0.14
C 5.83741 2.54667 -0.78607 0.00 -0.03 0.07
C 6.16084 1.61673 0.38112 -0.06 0.02 -0.09
C 6.81024 0.29409 -0.03401 -0.01 0.15 0.21
C 6.10036 -0.60293 -1.04016 0.22 0.06 0.02
N 4.78498 -1.20779 -0.62767 -0.17 -0.30 -0.04
C 3.63298 -0.23246 -0.69890 -0.28 0.24 -0.05
C 3.23271 -0.21846 -2.15515 -0.03 -0.03 -0.12
C 3.29760 -1.69627 -2.53505 -0.07 -0.05 -0.04
C 4.40166 -2.28593 -1.64899 -0.15 0.01 -0.09
C 4.87883 -1.80918 0.73018 0.00 0.08 0.00
H 5.24000 2.05975 -1.55960 -0.02 0.02 0.00
H 5.27387 3.41246 -0.44146 0.02 0.03 -0.02
H 6.75243 2.90958 -1.25554 0.00 -0.02 -0.04
H 5.27000 1.43660 0.98754 0.00 0.00 0.00
H 6.85756 2.12670 1.04804 0.02 -0.03 0.03
H 7.05424 -0.28187 0.86097 0.02 -0.03 -0.02
H 7.77543 0.52409 -0.49358 -0.01 -0.05 -0.09
H 6.75511 -1.45159 -1.23513 -0.01 -0.02 -0.04
H 5.93121 -0.09890 -1.98979 -0.05 0.03 0.00
H 2.82890 -0.64251 -0.08371 -0.06 0.01 -0.03
H 3.91956 0.73748 -0.31138 0.10 -0.08 0.09
H 3.92988 0.37360 -2.75202 -0.01 0.03 0.01
H 2.23826 0.20072 -2.29659 -0.02 0.00 0.09
H 3.49815 -1.84521 -3.59348 0.07 -0.02 0.01
H 2.34855 -2.18234 -2.31384 -0.02 0.05 0.05
H 5.29342 -2.56266 -2.20268 0.06 0.00 0.05
H 4.04892 -3.14931 -1.09308 0.05 -0.03 0.03
H 5.02326 -1.01949 1.46138 0.03 -0.01 0.03
H 5.71163 -2.50852 0.74894 0.02 0.00 0.04
H 3.94788 -2.32797 0.93925 -0.03 0.00 0.01
```
Positions in Å, forces in eV/Å.

Löwdin atomic charge list, values in e, 8 entries: -0.12, -0.26, -0.34, -0.23, 1.67, -0.35, -0.40, -0.25

---

[2]
# C6H14N2O2

A 2-piece molecular cluster, C6H14N2O2 overall in a non-equilibrium geometry (wB97M-V/def2-TZVPD, the Open Molecules 2025 dataset).

The charge is 0. The SMILES is CN(C)C=O.CN(C)C=O.

```
24
Properties=species:S:1:pos:R:3:forces:R:3
C 1.50794 -2.20147 2.14478 -0.79 -1.18 1.25
N 0.98188 -1.73287 0.90873 -2.93 0.31 2.15
C -0.50985 -1.68990 0.76466 1.65 -0.05 -0.52
C 1.77003 -1.46065 -0.07744 2.74 -1.13 -2.79
O 2.99536 -1.61325 -0.05035 -0.97 0.71 -0.02
H 1.07950 -3.19529 2.27464 -0.02 -0.35 0.26
H 1.08361 -1.62180 2.96455 0.39 0.24 0.16
H 2.58397 -2.35356 2.22925 -0.16 0.69 -0.50
H -0.63249 -1.26197 -0.23029 -0.54 -0.03 0.10
H -0.93490 -2.69305 0.79822 0.10 -0.10 -0.04
H -1.02432 -1.08800 1.51376 0.36 0.19 0.08
H 1.21735 -1.34316 -1.02241 0.21 0.73 -0.13
C -1.50593 1.24033 -2.02007 0.57 -1.35 -0.34
N -0.61382 1.94128 -1.12563 -2.09 0.74 1.24
C -1.35441 2.47031 0.06260 0.81 0.18 -0.43
C 0.73770 1.91663 -1.18516 0.37 -0.43 -0.87
O 1.41857 1.35739 -2.04125 -0.91 0.69 1.00
H -2.42762 1.71329 -2.35904 0.43 0.95 0.09
H -1.89331 0.37223 -1.48674 0.07 -0.41 0.02
H -0.92961 0.88218 -2.87312 -0.11 0.08 -0.03
H -2.11122 1.77187 0.41969 0.11 -0.30 -0.24
H -0.69794 2.67186 0.90908 0.25 -0.05 -0.19
H -1.87125 3.40162 -0.16900 0.02 0.02 -0.21
H 1.13080 2.51605 -0.34948 0.45 -0.15 -0.03
```
Positions in Å, forces in eV/Å.

Löwdin atomic charge list, values in e, 8 entries: -0.05, -0.19, -0.01, -0.38, 0.00, 0.09, 0.09, 0.10

---

[3]
# C38H36BF3O4

A 2-piece molecular cluster, C38H36BF3O4 overall in a non-equilibrium geometry (wB97M-V/def2-TZVPD, the Open Molecules 2025 dataset).

The charge is 0.

```
82
Properties=species:S:1:pos:R:3:forces:R:3
C 4.67402 -2.30402 0.44704 0.19 -0.83 -1.17
C 4.36043 -1.44663 1.56828 -0.51 1.42 1.96
C 5.13225 -0.63104 2.36887 -0.29 -0.64 -0.01
C 4.29448 -0.20245 3.43899 -0.84 0.25 -0.37
C 2.99093 -0.63590 3.15294 2.41 -1.43 0.16
B 2.39233 2.73264 -0.49828 -0.04 0.41 -1.36
C 1.83358 -0.87663 3.99732 -1.19 -0.36 0.55
C 1.56328 -0.12955 5.16626 -0.19 0.08 -0.34
C 0.35852 -0.28726 5.85646 0.35 -0.17 -0.04
C -0.52345 -1.29176 5.46939 -0.48 -0.31 0.21
C -1.83079 -1.47520 6.20882 -0.24 0.15 0.12
F -2.45071 -2.65789 5.89314 0.46 1.16 0.43
F -1.65378 -1.44560 7.56711 -0.44 0.00 -1.21
F -2.72263 -0.46292 5.88730 0.73 -1.06 0.50
C -0.21843 -2.14711 4.41551 0.32 0.35 0.17
C 0.92849 -1.92191 3.67446 0.38 0.36 -0.24
O 3.53463 3.51372 -0.32213 -0.55 -1.09 -0.54
C 4.55511 2.77569 -1.01294 0.62 -0.57 -0.29
C 5.57008 3.73271 -1.62366 -0.04 0.05 -0.38
C 5.22471 1.87400 0.03331 -0.03 -0.17 -0.01
C 3.72248 1.93721 -2.08689 0.67 0.50 -0.03
C 3.37674 2.77899 -3.32833 -0.10 0.05 -0.18
C 4.33651 0.63489 -2.55105 0.25 -0.20 -0.12
O 2.51140 1.65065 -1.37122 0.35 0.81 0.31
O 3.07462 -1.46026 2.03505 0.61 0.36 0.31
H 5.71009 -2.64858 0.52236 -0.17 0.03 -0.02
H 4.01235 -3.18707 0.42463 0.26 0.40 0.00
H 4.58071 -1.77495 -0.50785 -0.09 -0.14 0.05
H 6.19438 -0.40901 2.23303 -0.55 -0.18 0.09
H 4.62356 0.40636 4.29245 -0.26 -0.52 -0.54
H 2.28104 0.61174 5.51253 -0.25 -0.11 -0.08
H 0.11812 0.33347 6.72404 0.18 -0.17 -0.33
H -0.85945 -2.98937 4.19346 -0.04 0.11 -0.13
H 1.11623 -2.55227 2.80789 0.09 0.17 0.21
H 6.31156 3.14462 -2.18695 -0.16 0.20 0.10
H 5.10817 4.46296 -2.31452 0.19 -0.36 0.42
H 6.10738 4.27649 -0.83807 -0.19 -0.10 -0.11
H 6.03397 1.26675 -0.40547 -0.28 0.14 0.09
H 5.67323 2.51071 0.81433 -0.22 -0.18 -0.23
H 4.45855 1.22802 0.51004 0.54 0.34 -0.28
H 4.26579 2.89101 -3.97164 -0.29 0.07 0.28
H 2.62057 2.23777 -3.92384 0.21 0.23 0.31
H 2.98127 3.78239 -3.07840 0.18 -0.52 -0.04
H 5.29254 0.81037 -3.06792 -0.20 -0.03 0.24
H 4.49770 -0.05180 -1.71338 -0.03 0.16 -0.20
H 3.66207 0.16468 -3.28288 0.15 0.06 0.29
C -3.35003 -1.75989 2.21314 0.64 -0.14 -0.20
O -2.09518 -1.98516 1.50655 -0.63 1.05 -0.36
C -1.27803 -0.90889 1.31473 0.43 -0.42 0.56
C -0.25855 -1.05468 0.34171 -0.65 -0.32 0.33
C 0.84676 -0.25056 0.40572 0.43 0.59 0.73
C 0.98482 0.76101 1.41777 -0.77 0.47 0.08
C 2.26615 1.40129 1.61845 -1.41 0.90 -0.87
C 2.32433 2.68566 2.33558 -1.43 0.51 1.04
C 1.71110 3.98051 1.99660 0.30 -0.51 1.04
C 1.82335 5.04562 2.90470 0.69 -0.21 0.87
C 2.54802 4.92473 4.10881 0.09 -0.42 -0.30
C 3.12541 3.67966 4.44932 -0.61 0.85 -0.02
C 2.90536 2.58839 3.62289 0.30 0.26 -0.49
C 0.86694 4.22648 0.81978 -1.10 0.60 -0.93
C 1.04362 3.47167 -0.34659 -0.30 -0.58 1.42
C 0.09010 3.48852 -1.35754 -0.44 0.50 -0.21
C -0.85946 4.51595 -1.37909 0.12 0.17 0.17
C -0.92449 5.44401 -0.32620 0.00 -0.36 0.01
C -0.16432 5.21170 0.81802 0.54 -0.35 0.38
C -0.19596 1.03801 2.21150 1.10 0.07 -0.64
C -1.29677 0.21813 2.16463 -0.55 -0.49 0.13
H -3.94578 -2.64642 2.00397 0.01 0.11 0.05
H -3.17506 -1.67580 3.29075 0.00 0.01 -0.15
H -3.86181 -0.86171 1.84812 0.16 -0.20 -0.01
H -0.33512 -1.87016 -0.38000 0.01 0.24 0.24
H 1.65529 -0.35517 -0.31208 -0.05 -0.07 0.21
H 1.32979 6.01188 2.69175 0.53 -0.75 0.04
H 2.62093 5.79344 4.77198 0.12 -0.40 -0.25
H 3.72416 3.54187 5.36351 -0.55 0.17 -0.36
H 3.16053 1.59285 3.95976 0.22 0.70 -0.19
H 0.08560 2.71583 -2.13153 0.26 0.42 0.09
H -1.54850 4.61697 -2.21198 0.09 -0.08 0.04
H -1.59245 6.31909 -0.38189 0.21 -0.69 0.11
H -0.36973 5.76663 1.74450 0.10 -0.10 -0.64
H -0.19862 1.88831 2.89634 0.19 -0.27 -0.09
H -2.12817 0.35971 2.86990 0.47 -0.02 -0.40
```
Positions in Å, forces in eV/Å.

Löwdin atomic charge list, values in e, 8 entries: 0.00, -0.31, -0.01, 0.00, -0.24, -0.66, -0.13, 0.01

---

| no. | E_HOMO (eV) | orbital gap (eV) |
| --- | --- | --- |
| 1 | -6.47 | 5.87 |
| 2 | -9.22 | 9.71 |
| 3 | -7.00 | 6.03 |